{"formula": "C68H149N8O14", "method": "wB97M-V/def2-TZVPD", "largest_force_ev_per_a": 5.9, "orbital_gap_ev": 6.78, "e_homo_ev": -16.42, "total_charge": 5, "e_lumo_ev": -9.634, "total_energy_ha": -4169.71226, "species": ["C", "C", "C", "O", "C", "C", "C", "O", "O", "O", "H", "H", "C", "O", "C", "C", "N", "H", "H", "C", "C", "O", "C", "H", "H", "H", "H", "H", "H", "H", "H", "H", "H", "H", "H", "H", "H", "C", "O", "C", "C", "N", "H", "H", "C", "C", "O", "C", "H", "H", "H", "H", "H", "H", "H", "H", "H", "H", "H", "H", "H", "H", "C", "O", "C", "C", "N", "H", "H", "C", "C", "O", "C", "H", "H", "H", "H", "H", "H", "H", "H", "H", "H", "H", "H", "H", "H", "C", "O", "C", "C", "N", "H", "H", "C", "C", "O", "C", "H", "H", "H", "H", "H", "H", "H", "H", "H", "H", "H", "H", "H", "H", "C", "C", "C", "N", "C", "C", "C", "C", "C", "C", "H", "H", "H", "H", "H", "H", "H", "H", "H", "H", "H", "H", "H", "H", "H", "H", "H", "H", "H", "H", "C", "C", "C", "N", "C", "C", "C", "C", "C", "C", "H", "H", "H", "H", "H", "H", "H", "H", "H", "H", "H", "H", "H", "H", "H", "H", "H", "H", "H", "H", "C", "C", "C", "N", "C", "C", "C", "C", "C", "C", "H", "H", "H", "H", "H", "H", "H", "H", "H", "H", "H", "H", "H", "H", "H", "H", "H", "H", "H", "H", "C", "C", "C", "N", "C", "C", "C", "C", "C", "C", "H", "H", "H", "H", "H", "H", "H", "H", "H", "H", "H", "H", "H", "H", "H", "H", "H", "H", "H", "H", "C", "C", "O", "O", "H", "H", "H"], "xyz": [[0.13689, -1.44362, -0.00762], [-1.08054, -0.87435, 0.16609], [-1.20173, 0.48439, 0.74003], [-2.32959, 1.15631, 0.83232], [-0.20005, 1.05936, 1.41100], [1.17189, 0.47379, 1.38394], [1.32411, -0.85747, 0.49298], [2.39488, -1.38673, 0.22083], [2.19210, 0.88164, 1.94649], [-2.10795, -1.56544, -0.20200], [0.11928, -2.44791, -0.40447], [-0.34297, 1.97088, 1.97234], [-1.24088, 7.34075, -2.37421], [-1.06156, 6.37009, -1.29432], [-0.57254, 5.08115, -1.66530], [-0.71568, 4.08165, -0.50992], [-2.12059, 4.17648, 0.25113], [-2.15432, 3.64032, 1.10640], [-2.12897, 5.16629, 0.45189], [-3.42981, 4.07332, -0.54099], [-4.66650, 4.22713, 0.39424], [-4.66701, 5.46305, 1.07756], [-5.68018, 5.65428, 2.07142], [-1.28332, 8.33630, -1.93243], [-2.13999, 7.07896, -2.93204], [-0.37020, 7.49265, -3.01214], [0.46666, 5.28523, -1.92318], [-1.06432, 4.65786, -2.54112], [0.07815, 4.02385, 0.23479], [-0.76088, 3.10807, -0.99796], [-3.46012, 3.06533, -0.95470], [-3.34793, 4.79288, -1.35562], [-4.68470, 3.40161, 1.10578], [-5.58791, 4.22040, -0.18804], [-5.85324, 4.81170, 2.74090], [-6.65038, 5.78466, 1.59204], [-5.36283, 6.43375, 2.76412], [-5.34221, -3.89182, -3.76341], [-3.95424, -3.60726, -4.01468], [-3.24312, -3.83162, -2.83078], [-1.72605, -3.91338, -3.09980], [-1.39150, -5.21965, -3.86233], [-0.39438, -5.21690, -4.02309], [-1.50390, -5.92973, -3.15292], [-2.14906, -5.44817, -5.20327], [-1.54757, -6.57436, -6.07808], [-1.26788, -7.75685, -5.40883], [-0.76361, -8.76824, -6.32480], [-5.87987, -3.78467, -4.70551], [-5.69753, -3.25984, -2.94950], [-5.49260, -4.95662, -3.58543], [-3.47114, -4.74312, -2.27827], [-3.43592, -2.91638, -2.27107], [-1.15856, -4.07991, -2.18419], [-1.29528, -3.11431, -3.70315], [-2.14877, -4.49968, -5.74037], [-3.14489, -5.68865, -4.83099], [-0.63962, -6.24837, -6.58550], [-2.38740, -6.84096, -6.71973], [-0.03380, -8.47039, -7.07764], [-1.58924, -9.15263, -6.92370], [-0.40376, -9.64169, -5.78100], [-7.05503, 2.06069, 3.34674], [-6.76763, 1.75405, 2.00788], [-5.91801, 0.61914, 1.79564], [-6.01322, 0.20193, 0.32631], [-7.46893, 0.04700, -0.09658], [-7.85085, -0.64079, 0.53681], [-8.00502, 0.84240, 0.21974], [-7.69400, -0.25441, -1.58314], [-7.06454, 0.68882, -2.49292], [-7.52413, 2.05077, -2.37255], [-6.71514, 2.82342, -3.31354], [-7.68896, 1.37038, 3.90326], [-7.40229, 3.09366, 3.36900], [-6.11467, 2.08019, 3.89760], [-6.17060, -0.23158, 2.42856], [-4.87391, 0.88268, 1.96442], [-5.46475, -0.72322, 0.14920], [-5.62377, 0.96897, -0.34308], [-8.77419, -0.35221, -1.69135], [-7.19226, -1.19684, -1.80271], [-7.39298, 0.35343, -3.47666], [-5.98745, 0.52165, -2.48737], [-5.65927, 2.64944, -3.52082], [-6.79347, 3.87092, -3.02250], [-7.13639, 2.78968, -4.31828], [3.96381, 3.69024, 6.35239], [4.00688, 2.95681, 5.12049], [2.94657, 2.04419, 4.85289], [1.55043, 2.71058, 4.57559], [1.46027, 3.57775, 3.32124], [1.85906, 3.08406, 2.53553], [0.48698, 3.75754, 3.12004], [2.17395, 4.94669, 3.44065], [2.14970, 5.62994, 2.08984], [2.68083, 4.79820, 1.09115], [2.90299, 5.57152, -0.07966], [4.07751, 2.99584, 7.18486], [3.02603, 4.16166, 6.64642], [4.73362, 4.45595, 6.25656], [2.99615, 1.48930, 5.78977], [3.31590, 1.37416, 4.07652], [1.01129, 3.25134, 5.35341], [0.88486, 1.88558, 4.32161], [3.19413, 4.90588, 3.82231], [1.53685, 5.52834, 4.10689], [2.83180, 6.47717, 2.16076], [1.20727, 6.10943, 1.82524], [3.06465, 5.01319, -1.00173], [3.83850, 6.12011, 0.02962], [1.99717, 6.11295, -0.35254], [7.76314, -5.93821, -1.44459], [6.42899, -5.60731, -0.76746], [5.67419, -4.54667, -1.47435], [4.09422, -4.62300, -1.27664], [3.84767, -4.27816, 0.23057], [2.39127, -4.49209, 0.78812], [1.83532, -5.78763, 0.37456], [1.91819, -5.98190, -1.15229], [3.36348, -5.96741, -1.70084], [3.44551, -3.48009, -2.09014], [8.43227, -5.12417, -1.72335], [7.64874, -6.60698, -2.29767], [8.44058, -6.58331, -0.88513], [6.73339, -5.26443, 0.22142], [5.97673, -6.57199, -0.53737], [5.79961, -4.75084, -2.53768], [5.91671, -3.48414, -1.45714], [4.50673, -4.98459, 0.73522], [4.28133, -3.30274, 0.45102], [2.33070, -4.33796, 1.86546], [1.82545, -3.78168, 0.18540], [2.35818, -6.61834, 0.84852], [0.76968, -5.90556, 0.57102], [1.41539, -6.91796, -1.39535], [1.16340, -5.29809, -1.54062], [3.98974, -6.79397, -1.36509], [3.32942, -5.91767, -2.78917], [3.78428, -2.52240, -1.69497], [2.35977, -3.48544, -1.99393], [3.57829, -3.60239, -3.16509], [6.46076, 3.52449, 2.78375], [5.61534, 2.59960, 2.02777], [6.30388, 2.31136, 0.65483], [5.47776, 1.37715, -0.36186], [6.34762, 1.22703, -1.66718], [7.60042, 0.39825, -1.38968], [7.35340, -1.02851, -0.84558], [6.54682, -0.94344, 0.46105], [5.26930, -0.08563, 0.19676], [4.14813, 2.04442, -0.79467], [7.35956, 3.03655, 3.16081], [6.10309, 3.85299, 3.75960], [6.56491, 4.42133, 2.17308], [4.58207, 2.87074, 1.81111], [5.40107, 1.74417, 2.66843], [7.26944, 1.81586, 0.75607], [6.43280, 3.25177, 0.11901], [6.61061, 2.19934, -2.08376], [5.68303, 0.68834, -2.34264], [8.32984, 0.94202, -0.78938], [7.97997, 0.28434, -2.40510], [8.30833, -1.53305, -0.69850], [6.94394, -1.72866, -1.57373], [7.21646, -0.38204, 1.11259], [6.30718, -1.92181, 0.87755], [4.67172, 0.00124, 1.10420], [4.57337, -0.61771, -0.45183], [4.28662, 3.10712, -0.99363], [3.52208, 1.94241, 0.09175], [3.59997, 1.52152, -1.57838], [-3.21943, 0.46965, -3.05148], [-1.87785, 1.12657, -3.50698], [-0.81722, 0.05331, -3.39871], [0.58656, 0.49446, -3.83181], [1.59377, -0.53823, -3.21227], [3.06454, -0.32126, -3.64073], [3.28080, -0.37298, -5.14530], [2.24918, 0.56906, -5.87854], [0.76156, 0.51449, -5.40442], [0.90971, 1.97066, -3.44627], [-3.70496, -0.21736, -3.74456], [-4.00822, 1.19740, -2.86102], [-3.06346, -0.14377, -2.16406], [-1.82140, 1.99147, -2.84603], [-2.00267, 1.43354, -4.54538], [-1.15120, -0.72529, -4.08452], [-0.79961, -0.46777, -2.44150], [1.34896, -1.55116, -3.53182], [1.36915, -0.44558, -2.14970], [3.74027, -1.00395, -3.12554], [3.42359, 0.70364, -3.54701], [3.19692, -1.41826, -5.44272], [4.23113, 0.03215, -5.49293], [2.33253, 0.48162, -6.96183], [2.60675, 1.59278, -5.76797], [0.31466, -0.41766, -5.75011], [0.26876, 1.37098, -5.86451], [1.85760, 2.29041, -3.87911], [0.96688, 2.08618, -2.36393], [0.15110, 2.65366, -3.82855], [-0.30189, -3.88882, 2.80997], [-1.41969, -3.02941, 3.53537], [-1.03539, -1.64474, 3.98438], [-2.02032, -0.88188, 4.95173], [-2.25383, -1.72215, 6.23518], [-3.19836, -1.01268, 7.20494], [-4.57398, -0.83417, 6.41417], [-4.36778, -0.00999, 5.11617], [-3.36339, -0.69620, 4.19180], [-1.36838, 0.44632, 5.23188], [0.55082, -4.07210, 3.46372], [-0.03905, -3.31198, 1.92325], [-0.65201, -4.87439, 2.50309], [-1.59357, -3.54648, 4.47903], [-2.33769, -3.16141, 2.96269], [-0.87950, -1.06992, 3.07148], [-0.06023, -1.60966, 4.47011], [-2.54954, -2.75743, 6.06533], [-1.27813, -1.85475, 6.70265], [-3.37910, -1.56287, 8.12837], [-2.72201, -0.08784, 7.53029], [-4.88798, -1.84627, 6.15891], [-5.41478, -0.43361, 6.98049], [-5.36082, -0.08090, 4.67239], [-4.07279, 1.03005, 5.25539], [-3.70609, -1.66589, 3.83075], [-3.04294, -0.10247, 3.33572], [-1.17007, 0.95859, 4.29040], [-0.48292, 0.27966, 5.84529], [-2.01867, 1.10026, 5.81289], [-3.50932, 3.97846, 3.95924], [-2.01145, 3.94349, 4.07848], [-1.63034, 3.57317, 5.16443], [-1.28326, 4.23751, 3.09342], [-3.73321, 3.92013, 2.89407], [-3.98332, 4.85734, 4.39626], [-4.01042, 3.07822, 4.31498]]}